# 1
A single C5H8FN molecule, computed with ωB97M-V/def2-TZVPD.

Calculated values
LUMO energy, hartree: 0.032
Kohn-Sham gap, eV: 10.107
Energy relative to the best compared isomer or geometry (same formula, charge and spin), kJ/mol: 575.8
Net charge: 0
Calculated total energy, eV: -9515.8209
HOMO level, eV: -9.237

XYZ file:
```
15
Properties=species:S:1:pos:R:3:mulliken_charge:R:1
C 1.31 0.12 0.21 0.394
C 0.21 1.33 -0.17 -0.998
C -0.93 0.48 0.16 0.092
C -0.65 -0.71 -0.50 -0.240
C 0.62 -1.30 0.18 -0.649
H 1.51 0.62 1.35 0.207
H 0.23 2.18 0.48 0.335
H 0.18 1.46 -1.28 0.326
H -1.14 0.32 1.21 0.280
H -2.66 -0.20 0.28 0.294
H -0.69 -0.61 -1.59 0.364
H 1.33 -2.03 -0.26 0.325
H 0.29 -1.56 1.31 0.205
N -2.03 -0.13 -0.67 -0.603
F 2.41 0.04 -0.72 -0.333
```



# 2
A single C5H8FN molecule, computed with ωB97M-V/def2-TZVPD.

Calculated values
LUMO energy (alpha / beta), hartree: 0.039 / -0.091
Spin multiplicity: 3
Kohn-Sham gap (alpha / beta), eV: 6.417 / 7.805
Energy relative to the best compared isomer or geometry (same formula, charge and spin), kJ/mol: 0.0
Net charge: 0
Calculated total energy, eV: -9516.7320
HOMO level (alpha / beta), eV: -5.344 / -10.276
<S²>: 2.006

XYZ file:
```
15
Properties=species:S:1:pos:R:3:mulliken_charge:R:1
C -1.36 0.34 -0.25 -0.993
C 1.08 0.63 0.20 -0.854
C 0.44 1.61 -0.77 -0.356
C -0.36 -0.40 0.60 1.318
C -0.15 -1.86 0.26 -1.331
N -0.96 1.30 -0.95 -0.171
F -0.63 -0.26 1.94 -0.305
H -2.39 0.03 -0.28 0.490
H 1.82 -0.02 -0.25 0.309
H 1.43 1.06 1.13 0.343
H 0.48 2.65 -0.42 0.249
H 0.91 1.59 -1.76 0.285
H -0.68 -2.11 -0.66 0.355
H -0.54 -2.48 1.07 0.358
H 0.90 -2.09 0.14 0.302
```